{
  "formula": "C29H71F6N7O14P",
  "method": "ωB97M-V/def2-TZVPD",
  "homo_lumo_gap_ev": 9.3,
  "max_force_ha_per_bohr": 0.063,
  "total_charge": -1,
  "symbols": ["P", "F", "F", "F", "F", "F", "F", "C", "O", "H", "H", "H", "H", "C", "O", "H", "H", "H", "H", "C", "O", "H", "H", "H", "H", "C", "O", "H", "H", "H", "H", "C", "C", "C", "O", "C", "O", "O", "H", "H", "H", "H", "H", "H", "C", "O", "N", "C", "C", "H", "H", "H", "H", "H", "H", "H", "C", "O", "N", "C", "C", "H", "H", "H", "H", "H", "H", "H", "C", "O", "N", "C", "C", "H", "H", "H", "H", "H", "H", "H", "C", "O", "N", "C", "C", "H", "H", "H", "H", "H", "H", "H", "C", "O", "N", "C", "C", "H", "H", "H", "H", "H", "H", "H", "C", "O", "N", "C", "C", "H", "H", "H", "H", "H", "H", "H", "C", "O", "N", "C", "C", "H", "H", "H", "H", "H", "H", "H"],
  "positions_angstrom": [[0.31292, 0.23061, 0.50962], [1.33065, -0.79871, -0.29148], [-0.97367, -0.51486, -0.15892], [0.45699, -0.86600, 1.71046], [-0.84531, 1.02079, 1.42435], [1.48185, 1.07810, 1.29723], [0.31749, 1.29829, -0.69470], [4.70085, 4.03383, 3.98381], [6.03715, 4.08840, 4.34394], [4.45258, 4.75781, 3.20771], [4.41056, 3.02866, 3.67808], [4.07826, 4.32498, 4.82981], [6.00202, 4.62605, 5.13848], [1.86137, -5.61924, 2.38145], [0.73294, -4.96862, 1.88815], [1.85347, -5.87807, 3.44025], [2.12213, -6.52602, 1.83569], [2.67726, -4.91603, 2.21431], [0.98296, -4.11939, 1.51681], [3.55864, 3.90123, -2.01915], [3.54066, 3.69840, -0.66328], [3.17086, 3.01498, -2.52145], [3.01670, 4.80047, -2.31201], [4.61070, 3.87822, -2.30329], [2.76722, 3.27237, -0.28659], [0.54919, 1.76118, 5.71167], [0.68947, 2.27127, 6.98690], [1.26361, 0.97355, 5.47222], [-0.50496, 1.48686, 5.67139], [0.53473, 2.52679, 4.93595], [0.03330, 1.91450, 7.59001], [1.14159, -0.34072, -5.44728], [-0.26860, -0.70124, -5.77001], [-1.29523, 0.45291, -5.64854], [-2.09586, 0.35374, -6.77875], [-1.56761, -0.48429, -7.67350], [-1.83769, -0.66436, -8.85950], [-0.52932, -1.08546, -7.10310], [1.42934, -0.38308, -4.39680], [1.36844, 0.64486, -5.85384], [1.83483, -1.06797, -5.86994], [-0.49981, -1.54271, -5.11688], [-0.74669, 1.39482, -5.65139], [-1.89724, 0.35125, -4.74557], [-6.18078, -0.72737, -5.53108], [-6.70618, 0.39308, -5.48505], [-5.54490, -1.31111, -4.42569], [-4.95731, -2.61494, -4.51483], [-5.50010, -0.64812, -3.10350], [-6.07991, -1.36359, -6.42397], [-5.32913, -3.25318, -3.71327], [-3.92414, -2.43049, -4.22050], [-5.00228, -3.06682, -5.50573], [-4.47919, -0.53153, -2.73982], [-6.02646, 0.29874, -3.22384], [-6.09660, -1.30589, -2.47134], [7.73185, 1.09442, -0.29662], [8.83730, 1.42419, 0.16911], [7.60111, 0.24342, -1.33755], [6.28542, -0.17469, -1.67853], [8.73171, -0.39256, -1.94895], [6.81740, 1.52466, 0.14029], [6.07936, -1.20941, -1.40466], [6.19387, -0.06114, -2.75872], [5.48947, 0.45666, -1.28363], [8.86199, -0.29060, -3.02632], [9.62301, -0.11990, -1.38385], [8.54833, -1.45788, -1.80906], [-5.04344, -1.69276, 2.86691], [-5.51458, -1.08151, 3.81664], [-5.77147, -2.46190, 2.03129], [-7.23799, -2.59301, 2.18651], [-5.04158, -3.32791, 1.11285], [-3.96384, -1.89602, 2.79372], [-7.53881, -3.51664, 2.68099], [-7.80908, -2.49087, 1.26374], [-7.68563, -1.79877, 2.78393], [-4.05020, -2.89587, 0.97650], [-4.91732, -4.36421, 1.42706], [-5.45081, -3.31319, 0.10269], [6.25400, -3.58397, 3.98643], [6.13496, -4.62244, 4.63460], [5.49087, -2.48435, 4.11364], [5.41521, -1.34078, 3.19240], [4.77473, -2.31689, 5.37001], [6.95486, -3.46837, 3.14523], [4.47116, -1.26032, 2.65352], [6.12224, -1.37864, 2.36368], [5.60653, -0.48476, 3.83949], [4.74340, -3.20724, 5.99801], [5.11072, -1.43969, 5.92294], [3.76958, -2.08125, 5.02037], [-5.78845, 5.69021, 4.61235], [-6.97199, 5.68880, 4.90233], [-4.93115, 4.68417, 4.94374], [-3.52193, 4.66178, 4.54754], [-5.39758, 3.54628, 5.79045], [-5.24435, 6.39832, 3.96837], [-3.05559, 4.66854, 5.53272], [-3.18792, 5.50784, 3.94696], [-3.34468, 3.76173, 3.95883], [-5.35289, 3.76879, 6.85656], [-6.42081, 3.18209, 5.69835], [-4.74925, 2.68602, 5.62389], [-4.60031, 6.80551, -1.09011], [-5.33924, 7.72023, -1.42079], [-4.84103, 5.47365, -1.19472], [-3.79530, 4.58838, -0.71855], [-5.95579, 4.89135, -1.90733], [-3.64921, 7.02669, -0.58149], [-3.20027, 4.12787, -1.50720], [-4.25439, 3.77611, -0.15503], [-3.14428, 4.91254, 0.09337], [-5.48980, 4.11662, -2.51622], [-6.52326, 4.34907, -1.15102], [-6.51857, 5.54660, -2.57219], [2.62301, -5.63971, -4.98808], [1.54171, -5.66770, -5.51645], [2.87733, -5.62318, -3.63399], [1.84292, -5.27703, -2.70177], [4.21992, -6.02685, -3.08176], [3.57862, -5.62747, -5.53477], [0.86572, -5.31218, -3.18337], [2.00153, -4.27173, -2.31150], [1.76020, -6.02723, -1.91535], [5.03608, -6.13912, -3.79546], [4.54108, -5.16874, -2.49133], [4.33443, -6.88161, -2.41515]]
}